1.
# C17H16N4O3S

An isolated molecule of C17H16N4O3S (wB97M-V/def2-TZVPD, OMol25).

Properties
Charge: 0
Electronic energy (eV): -40826.345
ΔE to the lowest compared entry with this formula, charge and spin (kJ/mol): 263.6
SMILES: Cc1nnc(-c2sccc2NC(=O)Cc2ccc3c(c2)OCCO3)[nH]1
Highest occupied orbital energy (Eh): -0.296
E_LUMO (eV): 0.327

Last column: Löwdin charge in e.
Cartesian coordinates (Å):
O  -2.07939  3.74402  1.48537  0.062
N  0.05837  -0.22652  -1.01751  0.075
N  0.64994  -1.38117  -1.51718  0.083
O  2.27370  -2.19264  1.27960  -0.048
O  -0.43356  -2.88267  2.14127  -0.025
S  -0.72790  2.91233  -3.54471  0.995
C  -1.68324  2.59883  1.47300  -0.463
C  -0.18300  0.59936  -1.99440  -0.338
C  0.79644  -1.22157  -2.84072  -0.318
C  -1.61124  4.17430  -2.70359  -0.384
C  -1.87556  3.87816  -1.38420  -0.097
C  -0.71323  1.96025  -2.03157  -0.372
C  -1.34345  2.60573  -0.97878  -0.224
C  1.82029  0.03972  1.89917  0.008
C  0.96163  1.08891  2.32253  -0.043
C  -0.74049  -0.56669  2.64164  0.028
C  1.36841  -1.27428  1.83838  -0.206
C  0.06859  -1.59861  2.23973  -0.203
C  -0.34116  0.76673  2.65500  -0.237
N  0.25420  0.01105  -3.15884  0.132
N  -1.36436  2.02436  0.30096  0.159
C  1.27291  -2.35510  -3.74910  -0.011
C  -1.39698  1.90146  2.79365  -0.027
C  1.85449  -3.55322  1.50082  -0.137
C  0.35775  -3.73205  1.28797  -0.146
H  -1.94943  5.09034  -3.17226  0.068
H  -2.42657  4.55788  -0.75394  0.104
H  2.85440  0.23380  1.57174  0.127
H  1.34216  2.11146  2.37826  0.121
H  -1.77383  -0.77738  2.86358  0.127
H  0.24368  0.45738  -4.07569  0.132
H  -0.91309  1.10293  0.36852  0.113
H  0.43029  -2.94715  -4.04789  0.066
H  1.76586  -1.93909  -4.63884  0.075
H  2.01006  -2.99044  -3.24319  0.081
H  -2.32407  1.51194  3.12765  0.106
H  -1.05211  2.61315  3.53488  0.125
H  2.00557  -3.81654  2.54721  0.130
H  2.40732  -4.19682  0.83582  0.125
H  0.08211  -4.79974  1.47792  0.141
H  0.05448  -3.53245  0.28772  0.100

2.
# C17H17AsN6O3Pt

A structure of composition C17H17AsN6O3Pt (wB97M-V/def2-TZVPD, OMol25).

Properties
Charge: 0
Electronic energy (eV): -97073.193
ΔE to the lowest compared entry with this formula, charge and spin (kJ/mol): 65.7
Highest occupied orbital energy (Eh): -0.319
E_LUMO (eV): -0.499

Last column: Löwdin charge in e.
Cartesian coordinates (Å):
Pt  0.41615  1.07820  0.60172  1.163
O  3.32400  1.91708  3.25385  0.114
C  2.57707  1.39183  2.46584  -0.437
N  1.22559  1.55889  2.33261  -0.059
C  0.35843  2.19208  3.19805  -0.426
O  0.45519  2.30931  4.39194  0.124
C  -0.84154  2.75172  2.43592  -0.172
C  -1.86274  3.40313  3.08738  0.018
C  -2.88732  3.95960  2.33230  -0.023
C  -2.82822  3.88270  0.95133  -0.024
C  -1.77090  3.21124  0.36281  -0.103
N  -0.81103  2.63718  1.08822  -0.059
C  3.06247  0.39610  1.42579  -0.171
C  4.34256  -0.10792  1.49782  0.016
C  4.72191  -1.10153  0.60631  -0.033
C  3.79346  -1.56268  -0.31180  -0.031
C  2.52488  -1.00757  -0.32662  -0.103
N  2.17567  -0.03394  0.50725  -0.043
H  -1.82995  3.45326  4.16672  0.127
H  -3.72098  4.45044  2.81639  0.117
H  -3.59487  4.30278  0.31573  0.110
H  -1.67937  3.13346  -0.71042  0.101
H  4.99973  0.28415  2.26118  0.126
H  5.71866  -1.52036  0.64124  0.114
H  4.03636  -2.34878  -1.01241  0.109
H  1.74424  -1.34316  -0.98978  0.064
N  -0.53770  0.77865  -1.16287  -0.044
C  -1.65484  0.71558  -1.51014  -0.384
N  -2.85399  0.59913  -1.93608  0.076
C  -3.56919  1.71900  -2.03925  -0.397
N  -4.21644  2.67185  -2.14444  0.107
C  0.17227  -2.05761  -3.14335  -0.210
As  -0.63776  -2.78437  -1.53810  0.934
C  -0.05333  -4.62795  -1.49822  -0.218
C  -2.53899  -2.88391  -1.84654  -0.206
O  -0.21892  -2.01402  -0.14846  -0.556
H  -0.45920  -2.27351  -4.00437  0.039
H  1.15004  -2.51357  -3.29392  0.031
H  0.27263  -0.98063  -3.02282  0.015
H  -0.31487  -5.14588  -2.42060  0.036
H  -0.53090  -5.11921  -0.65236  0.038
H  1.02587  -4.64867  -1.35593  0.030
H  -2.75583  -3.75406  -2.46583  0.034
H  -2.90529  -1.97992  -2.32887  0.013
H  -3.02305  -2.98815  -0.87725  0.043

3.
# C17H17AuIN2O7S3

A structure of composition C17H17AuIN2O7S3 (wB97M-V/def2-TZVPD, OMol25).

Properties
Charge: -1
Electronic energy (eV): -79513.629
ΔE to the lowest compared entry with this formula, charge and spin (kJ/mol): 13.6
Highest occupied orbital energy (Eh): -0.183
E_LUMO (eV): 0.559

Last column: Löwdin charge in e.
Cartesian coordinates (Å):
Au  0.57671  -0.56904  -1.77607  0.376
S  3.00391  -0.20364  -1.69577  0.609
C  3.27191  -0.17924  0.00943  -0.716
C  4.53971  -0.52074  0.49813  -0.136
C  4.80071  -0.51924  1.84783  -0.107
C  3.78971  -0.19664  2.75783  -0.104
C  2.54161  0.14206  2.29813  -0.149
C  2.26091  0.17946  0.92613  -0.704
S  0.68941  0.68786  0.40793  0.671
H  5.29911  -0.80204  -0.21587  0.093
H  5.78241  -0.79874  2.20373  0.093
H  3.97461  -0.23494  3.82273  0.096
H  1.73651  0.37996  2.97763  0.096
O  -3.75359  -0.86274  -1.16987  0.043
C  -2.57029  -1.07064  -0.95547  -0.617
O  -1.61569  -0.44044  -1.49127  -0.193
C  -2.23779  -2.11994  0.12593  -0.072
C  -3.26969  -2.85814  0.69093  0.086
C  -3.00779  -3.71174  1.75873  -0.128
C  -1.73589  -3.82584  2.30343  0.089
C  -0.71009  -3.10314  1.71673  -0.114
C  -0.95599  -2.28254  0.62243  0.029
N  0.62121  -3.20024  2.25473  -0.341
O  1.53111  -2.69374  1.63073  0.098
O  0.75481  -3.78484  3.31313  0.072
N  -4.07059  -4.49894  2.32223  -0.363
O  -5.16519  -4.43604  1.80023  0.080
O  -3.81279  -5.19204  3.28883  0.068
H  -4.27189  -2.75274  0.30533  0.129
H  -1.54719  -4.45574  3.16063  0.128
H  -0.13769  -1.74364  0.17363  0.012
C  -2.54359  4.10136  -1.22717  -0.156
C  -1.75849  3.56626  -2.40957  -0.363
S  -0.51689  2.37686  -1.72217  0.805
O  -0.05969  1.54676  -2.85677  -0.613
C  0.88691  3.57706  -1.52627  -0.374
C  1.52241  3.91616  -2.85507  -0.141
H  -3.32299  4.78916  -1.55117  0.070
H  -1.88869  4.62516  -0.53247  0.063
H  -3.01189  3.27806  -0.69197  0.073
H  -1.25979  4.35166  -2.97417  0.074
H  -2.38959  2.97646  -3.07097  0.092
H  1.59271  3.03626  -0.89917  0.047
H  0.51131  4.43846  -0.98177  0.079
H  1.55531  3.01356  -3.46577  0.066
H  2.54051  4.27536  -2.71557  0.074
H  0.95811  4.67546  -3.39147  0.061
I  0.87191  -2.87584  -3.04137  0.018

4.
# C17H17BrCl2N2OPdS2

A structure of composition C17H17BrCl2N2OPdS2 (wB97M-V/def2-TZVPD, OMol25).

Properties
Charge: -2
Electronic energy (eV): -143174.434
Highest occupied orbital energy (Eh): -0.046
E_LUMO (eV): 4.472

Last column: Löwdin charge in e.
Cartesian coordinates (Å):
Pd  0.20809  1.63232  -0.23948  0.116
Cl  -0.09027  4.31861  0.18331  0.588
C  -0.41490  4.91417  1.79614  -0.663
C  -1.75093  4.97814  2.14506  -0.158
C  -2.13889  5.45475  3.38740  -0.140
C  -1.14766  5.86399  4.26895  -0.174
C  0.18141  5.79492  3.89916  -0.701
Cl  1.33722  6.35086  5.09170  0.553
C  0.64896  5.32368  2.64356  -0.854
S  2.30149  5.27962  2.19739  0.365
H  -2.48729  4.63595  1.42913  0.090
H  -3.18420  5.49747  3.66446  0.080
H  -1.39970  6.24033  5.25233  0.080
C  0.78193  -4.32874  1.88133  -0.129
C  0.68366  -2.83903  1.57066  -0.274
C  0.97263  -2.56427  0.09521  -0.231
N  0.99151  -1.16772  -0.32482  -0.061
C  -0.14025  -0.35157  -0.04743  -0.947
S  -0.41752  0.35963  1.54231  0.475
N  -1.34951  -0.87063  -0.65372  0.079
C  -1.64343  -1.70594  -1.68078  -0.451
O  -2.77593  -2.17770  -1.78734  0.017
C  -0.61252  -2.04211  -2.71983  -0.159
C  -0.63941  -3.31785  -3.27204  -0.049
C  0.26039  -3.66301  -4.26883  -0.109
C  1.16689  -2.71722  -4.73556  -0.112
C  1.17150  -1.43551  -4.20397  -0.073
C  0.29050  -1.09649  -3.18664  -0.049
H  0.55449  -4.53781  2.92830  0.060
H  1.78685  -4.70854  1.67513  0.063
H  0.08077  -4.90051  1.26726  0.067
H  1.38050  -2.27092  2.19155  0.102
H  -0.31376  -2.47274  1.81842  0.081
H  0.24487  -3.11470  -0.50881  0.100
H  1.95126  -2.98100  -0.16434  0.119
H  1.81623  -0.68155  -0.00732  0.098
H  -2.16662  -0.62025  -0.11648  0.103
H  -1.37416  -4.02736  -2.91256  0.109
H  0.25000  -4.66329  -4.68632  0.086
H  1.86787  -2.98136  -5.51976  0.088
H  1.86516  -0.68773  -4.56770  0.100
H  0.30109  -0.09639  -2.77321  -0.018
Br  0.95166  2.37749  -2.55184  -0.268

5.
# C17H17BrCl2N5O7Ru

A structure of composition C17H17BrCl2N5O7Ru (wB97M-V/def2-TZVPD, OMol25).

Properties
Charge: +3
2S+1: 5
Electronic energy (eV): -137316.777
ΔE to the lowest compared entry with this formula, charge and spin (kJ/mol): 13.4
Highest occupied orbital energy (spin up / spin down) (Eh): -0.663 / -0.662
E_LUMO (spin up / spin down) (eV): -11.741 / -13.392

Last column: Mulliken spin population.
Cartesian coordinates (Å):
Ru  0.95229  0.33418  -1.30089  2.642
Cl  3.14803  1.01470  -2.17994  0.084
C  2.74830  2.73966  -1.88761  -0.011
Cl  1.04818  2.72777  -1.29199  0.027
H  2.79318  3.28708  -2.82164  0.003
H  3.39670  3.13967  -1.11740  0.001
C  -4.17493  -0.58255  -1.26849  0.005
C  -3.59494  0.66603  -1.97544  0.002
C  -4.02314  1.95395  -1.24226  0.003
C  -4.00952  0.70609  -3.46330  0.005
C  -2.14413  0.55022  -1.90857  0.070
N  -1.00000  0.41839  -1.86382  -0.012
H  -5.25792  -0.47200  -1.24272  0.001
H  -3.81523  -0.66681  -0.24199  -0.001
H  -3.93992  -1.49683  -1.81488  0.000
H  -5.10622  2.03271  -1.32221  0.000
H  -3.58476  2.84287  -1.69612  0.000
H  -3.76252  1.91668  -0.18356  0.000
H  -5.09707  0.67154  -3.50842  0.001
H  -3.61278  -0.14326  -4.02009  0.000
H  -3.67346  1.62391  -3.94473  -0.001
O  0.42813  0.03622  6.60942  0.037
N  1.33538  0.70056  6.16104  -0.020
O  2.16163  1.35588  6.74564  0.010
C  1.45395  0.69249  4.67003  0.260
C  0.41590  0.09702  3.92418  0.060
C  0.52319  0.05588  2.57560  0.093
C  1.70004  0.57661  1.88206  0.135
O  1.93277  0.41196  0.67503  0.298
C  2.66583  1.28943  2.73165  0.166
C  2.57115  1.30267  4.08183  0.016
N  3.78908  2.05925  2.11455  -0.010
O  4.75052  2.24902  2.80483  0.019
O  3.66216  2.38004  0.94256  0.007
N  -0.59315  -0.52955  1.81652  -0.008
O  -1.60192  -0.79006  2.39738  0.038
O  -0.42403  -0.73008  0.60321  0.017
H  -0.44685  -0.32683  4.42555  0.003
H  3.31782  1.79410  4.69448  0.008
Br  4.29052  -4.22618  -1.88126  -0.001
C  2.55089  -3.55638  -1.80450  -0.008
C  1.44483  -4.39983  -1.86759  0.043
C  0.17078  -3.84284  -1.83064  -0.003
C  0.02408  -2.48256  -1.71101  0.026
N  1.10621  -1.67187  -1.63793  -0.037
C  2.35310  -2.20261  -1.69015  0.039
H  1.58028  -5.47170  -1.94280  0.000
H  -0.71088  -4.46676  -1.89596  0.000
H  -0.94838  -2.02435  -1.66441  -0.004
H  3.20684  -1.54351  -1.63322  -0.002

6.
# C17H17BrN4O4

An isolated molecule of C17H17BrN4O4 (wB97M-V/def2-TZVPD, OMol25).

Properties
Charge: 0
Electronic energy (eV): -102095.893
SMILES: COCc1c(Br)c(C)nc(OCC(=O)N/N=C/c2ccc(C)o2)c1C#N
Highest occupied orbital energy (Eh): -0.291
E_LUMO (eV): 0.026

Last column: Löwdin charge in e.
Cartesian coordinates (Å):
C  -6.14479  -0.94577  1.15066  -0.095
H  -6.92568  -0.18524  1.02775  0.094
O  -5.10103  -0.46458  1.96472  -0.195
C  -4.42146  0.63432  1.43208  -0.207
C  -3.36351  0.28719  0.41480  -0.153
C  -2.81237  1.26141  -0.41535  -0.526
C  -1.81563  0.94489  -1.33567  -0.333
N  -1.38425  -0.30340  -1.44507  0.198
C  -1.87445  -1.25215  -0.67658  -0.280
C  -2.87157  -1.01378  0.29533  -0.073
C  -3.28496  -2.10523  1.09223  -0.182
N  -3.52956  -3.05994  1.67790  0.204
O  -1.39464  -2.49575  -0.80796  -0.005
C  -0.40663  -2.66436  -1.81157  -0.074
H  -0.15667  -3.72797  -1.79751  0.143
H  -0.79805  -2.38788  -2.79519  0.137
C  0.85908  -1.82897  -1.56104  -0.465
O  1.51209  -1.36819  -2.46792  0.074
N  1.14156  -1.72763  -0.23574  0.050
N  2.13315  -1.07116  0.41695  0.083
C  3.02823  -0.39528  -0.19858  -0.062
C  4.04766  0.26535  0.55565  -0.254
C  4.29581  0.33839  1.90826  -0.003
C  5.45216  1.12635  2.05471  -0.023
C  5.83993  1.48601  0.79061  -0.325
O  4.99394  0.96899  -0.11665  0.086
C  6.98216  2.30554  0.31184  -0.009
H  7.56513  2.65491  1.15829  0.083
H  7.62105  1.71666  -0.34526  0.085
H  6.62223  3.16313  -0.25521  0.085
H  5.93887  1.39503  2.97003  0.108
H  3.71175  -0.12243  2.67680  0.109
H  3.08328  -0.28066  -1.27792  0.122
H  0.52616  -2.20266  0.41512  0.150
C  -1.18346  1.95225  -2.22954  -0.052
H  -1.93040  2.40610  -2.88018  0.080
H  -0.42236  1.46426  -2.83108  0.085
H  -0.72869  2.74812  -1.64083  0.078
Br  -3.40286  3.06733  -0.28476  0.828
H  -5.13014  1.35187  0.98963  0.098
H  -3.93010  1.12928  2.28023  0.149
H  -5.78855  -1.25214  0.16066  0.093
H  -6.55244  -1.81223  1.66535  0.097

- charge of number 5 (C17H17BrCl2N5O7Ru)?
  +3

- Among the records above, which one has the highest electronic energy?
  C17H16N4O3S

- Among the records above, which one has the lowest electronic energy?
  C17H17BrCl2N2OPdS2

- Which of these has the lowest charge?
  C17H17BrCl2N2OPdS2